Record 1
Entry from the Open Molecules 2025 dataset: C38H47BMoN11S as an isolated structure in a non-equilibrium geometry (ωB97M-V/def2-TZVPD).

Last column: Mulliken spin population.
Positions of all 99 atoms, in Å:
1 Mo 0.235 0.367 -0.135  1.858
2 C -1.123 -0.693 -5.448  0.000
3 C -1.667 0.725 -5.555  -0.001
4 N -0.751 1.767 -5.087  -0.002
5 C -0.480 2.064 -3.791  -0.004
6 S 0.234 3.594 -3.470  0.006
7 N -0.760 1.101 -2.895  -0.016
8 N -0.930 1.409 -1.584  -0.092
9 C -1.806 2.322 -1.256  0.088
10 C -2.750 2.997 -2.175  -0.005
11 C -1.935 2.519 0.176  0.044
12 C -2.791 3.453 0.738  0.019
13 C -2.890 3.551 2.112  0.003
14 C -2.119 2.698 2.885  0.007
15 C -1.279 1.807 2.256  0.039
16 N -1.173 1.709 0.923  -0.114
17 H -1.832 -1.409 -5.877  0.000
18 H -0.966 -0.933 -4.401  0.000
19 H -0.172 -0.778 -5.983  0.000
20 H -2.595 0.790 -4.981  0.000
21 H -1.895 0.956 -6.593  0.000
22 H -0.446 2.467 -5.738  0.000
23 H -2.440 4.026 -2.364  0.004
24 H -3.750 2.992 -1.732  0.003
25 H -2.794 2.487 -3.130  0.001
26 H -3.364 4.102 0.087  0.002
27 H -3.555 4.269 2.575  0.000
28 H -2.170 2.704 3.966  -0.001
29 H -0.670 1.144 2.848  -0.025
30 B 3.713 0.631 0.946  -0.006
31 N 2.718 1.775 1.339  0.020
32 C 3.158 2.919 1.866  0.020
33 C 2.151 3.868 1.803  0.007
34 C 1.090 3.204 1.220  0.020
35 N 1.420 1.919 0.952  -0.068
36 N 3.024 -0.737 1.097  -0.013
37 C 3.589 -1.833 1.605  0.006
38 C 2.743 -2.914 1.391  0.000
39 C 1.654 -2.370 0.738  0.023
40 N 1.824 -1.046 0.557  0.019
41 H 4.048 0.779 -0.209  0.002
42 H 4.645 0.679 1.707  0.000
43 H 4.169 2.990 2.237  0.000
44 H 2.177 4.895 2.130  0.001
45 H 0.130 3.620 0.976  -0.002
46 H 4.559 -1.777 2.076  0.000
47 H 2.893 -3.940 1.691  0.000
48 H 0.757 -2.866 0.415  0.001
49 C -0.242 -3.341 -2.590  0.000
50 C 0.759 -3.237 -3.537  0.005
51 C 1.576 -2.124 -3.505  0.001
52 C 1.383 -1.147 -2.547  -0.007
53 N 0.393 -1.234 -1.642  0.020
54 C -0.382 -2.325 -1.672  0.009
55 C 2.196 0.078 -2.492  0.069
56 C 3.256 0.303 -3.330  0.005
57 C 3.907 1.534 -3.302  0.006
58 C 3.411 2.509 -2.482  -0.001
59 C 2.321 2.216 -1.673  0.039
60 N 1.776 1.000 -1.599  -0.082
61 H -0.900 -4.198 -2.540  0.000
62 H 0.894 -4.001 -4.294  0.000
63 H 2.357 -2.010 -4.241  0.000
64 H -1.121 -2.398 -0.897  -0.014
65 H 3.597 -0.470 -4.002  0.000
66 H 4.765 1.722 -3.936  0.000
67 H 3.839 3.502 -2.448  0.000
68 H 1.937 2.972 -1.018  -0.001
69 C 2.183 -0.310 4.831  0.003
70 C 1.016 -1.064 4.242  0.013
71 C 0.420 -2.108 4.941  0.039
72 C -0.630 -2.801 4.362  -0.012
73 C -1.319 -3.920 5.105  -0.001
74 C -1.087 -2.446 3.093  0.009
75 C -0.543 -1.382 2.355  -0.032
76 C 0.526 -0.719 2.997  0.070
77 N -1.019 -0.938 1.090  0.025
78 C -2.446 -1.344 0.753  -0.008
79 C -2.601 -2.889 0.537  0.009
80 C -2.969 -0.670 -0.524  0.059
81 C -3.437 -0.878 1.843  -0.002
82 H 2.048 -0.150 5.902  -0.001
83 H 2.322 0.660 4.346  0.001
84 H 3.107 -0.881 4.701  -0.001
85 H 0.764 -2.364 5.938  0.000
86 H -0.720 -4.260 5.950  0.000
87 H -1.507 -4.773 4.449  0.000
88 H -2.285 -3.585 5.492  0.000
89 H -1.900 -3.041 2.709  0.003
90 H 0.985 0.132 2.521  -0.053
91 H -1.690 -3.440 0.770  -0.002
92 H -2.876 -3.118 -0.498  0.001
93 H -3.401 -3.288 1.164  -0.001
94 H -2.294 -0.737 -1.376  -0.020
95 H -3.203 0.376 -0.349  0.002
96 H -3.904 -1.157 -0.804  0.004
97 H -3.251 -1.331 2.812  0.002
98 H -4.454 -1.132 1.531  0.002
99 H -3.388 0.204 1.958  -0.001

Calculated values
**LUMO level (alpha / beta)**: -3.23 / -4.06 eV
**Highest occupied orbital energy (alpha / beta)**: -9.74 / -9.72 eV
**Charge**: +1
**Spin multiplicity**: 3


Record 2
Entry from the Open Molecules 2025 dataset: a 2-piece molecular cluster, C38H47F3O5P overall in a non-equilibrium geometry (ωB97M-V/def2-TZVPD).

Last column: Löwdin charge in e.
Positions of all 94 atoms, in Å:
1 C 8.123 -0.874 1.345  -0.125
2 C 7.436 0.301 0.506  -0.254
3 C 6.819 -0.351 -0.797  -0.220
4 C 5.521 -1.180 -0.338  -0.190
5 C 4.269 -0.622 -1.131  -0.208
6 C 3.885 -1.483 -2.420  -0.192
7 C 2.286 -1.427 -2.524  -0.220
8 C 1.715 0.062 -2.537  -0.203
9 C 0.708 0.251 -1.309  -0.218
10 C 0.376 1.757 -1.010  -0.174
11 C -0.377 1.979 0.387  -0.119
12 C -1.454 0.834 0.470  -0.118
13 C -1.080 -0.304 1.343  -0.015
14 C -2.013 -1.421 1.470  -0.275
15 P -1.452 -2.842 2.589  0.900
16 C -2.418 -2.604 4.183  -0.289
17 O 0.211 -2.685 2.890  -0.333
18 C -3.309 -1.444 0.729  -0.140
19 C -4.212 -2.690 0.958  -0.121
20 C -3.653 -3.927 0.154  -0.184
21 C -2.426 -3.849 -0.664  -0.036
22 C -1.881 -5.020 -1.380  -0.041
23 C -2.523 -6.329 -1.309  -0.264
24 C -1.850 -7.520 -2.059  -0.082
25 C -3.758 -6.422 -0.517  -0.047
26 C -4.300 -5.251 0.196  -0.036
27 C -3.649 -0.320 -0.161  0.002
28 C -2.723 0.857 -0.281  0.012
29 C -3.106 2.069 -1.185  -0.253
30 O -2.513 3.130 -1.174  0.078
31 C -4.345 2.000 -2.146  -0.062
32 C -4.615 3.073 -3.107  -0.002
33 C -5.804 3.024 -3.977  -0.055
34 C -6.683 1.855 -3.832  -0.076
35 C -6.402 0.782 -2.883  -0.008
36 C -5.218 0.837 -1.997  -0.051
37 C -4.950 -0.329 -0.984  -0.257
38 O -5.804 -1.197 -0.965  0.069
39 H 9.001 -0.446 1.895  0.063
40 H 7.384 -1.302 2.070  0.066
41 H 8.467 -1.700 0.660  0.069
42 H 6.653 0.800 1.147  0.113
43 H 8.159 1.101 0.202  0.096
44 H 7.519 -1.062 -1.314  0.099
45 H 6.543 0.443 -1.544  0.098
46 H 5.330 -0.957 0.752  0.101
47 H 5.631 -2.284 -0.490  0.103
48 H 4.404 0.433 -1.496  0.104
49 H 3.385 -0.604 -0.441  0.096
50 H 4.159 -2.569 -2.289  0.102
51 H 4.284 -1.039 -3.371  0.106
52 H 1.880 -2.058 -3.357  0.097
53 H 1.922 -1.899 -1.562  0.098
54 H 2.510 0.849 -2.569  0.099
55 H 1.110 0.147 -3.490  0.107
56 H -0.197 -0.367 -1.586  0.116
57 H 1.207 -0.255 -0.429  0.097
58 H -0.220 2.149 -1.881  0.109
59 H 1.350 2.331 -0.995  0.122
60 H -0.813 3.001 0.476  0.109
61 H 0.406 1.793 1.178  0.119
62 H -0.104 -0.339 1.890  0.108
63 H -2.533 -1.519 4.456  0.048
64 H -3.454 -3.031 4.062  0.034
65 H -1.947 -3.185 5.028  0.046
66 H 0.284 -2.117 3.683  0.050
67 H -4.086 -2.976 2.046  0.080
68 H -5.305 -2.526 0.819  0.112
69 H -1.825 -2.913 -0.771  0.097
70 H -0.929 -4.891 -1.961  0.103
71 H -1.134 -7.105 -2.816  0.072
72 H -2.569 -8.267 -2.475  0.073
73 H -1.201 -8.049 -1.296  0.084
74 H -4.233 -7.431 -0.457  0.097
75 H -5.232 -5.423 0.791  0.101
76 H -3.943 3.958 -3.207  0.113
77 H -6.066 3.820 -4.705  0.096
78 H -7.587 1.760 -4.475  0.093
79 H -7.086 -0.098 -2.834  0.108
80 C 0.044 6.731 1.942  -0.092
81 C 1.498 7.179 1.961  -0.295
82 O 2.121 7.068 3.223  -0.126
83 C 2.607 5.756 3.658  -0.542
84 O 3.365 5.194 2.754  -0.186
85 C 1.461 4.815 4.169  -0.542
86 F 0.503 5.517 4.844  0.082
87 F 1.930 3.906 5.059  0.095
88 F 0.815 4.119 3.212  0.092
89 H -0.480 7.052 2.845  0.072
90 H -0.468 7.143 1.067  0.063
91 H -0.036 5.647 1.873  0.047
92 H 1.511 8.251 1.733  0.101
93 H 2.077 6.696 1.168  0.105
94 H 3.098 6.035 4.614  0.130

Calculated values
**LUMO level**: 0.54 eV
**Highest occupied orbital energy**: -3.65 eV
**Charge**: -1


Among the records above, which one has the highest charge?
C38H47BMoN11S